DFT (wB97M-V/def2-TZVPD) results for 9 unconnected molecules or ions with the total composition C18H54O18.

Each line ends with the Löwdin charge.
Element x y z (Å)
C (0.00, -2.76, 2.69)  -0.216
C (0.66, -3.31, 4.03)  -0.320
O (1.04, -4.56, 3.91)  -0.057
O (-0.20, -1.36, 2.65)  -0.105
H (-0.96, -3.33, 2.42)  0.133
H (0.73, -2.92, 2.04)  0.057
H (-0.04, -3.11, 4.90)  0.141
H (1.57, -2.68, 3.91)  0.119
H (0.24, -5.16, 4.21)  0.169
H (-1.11, -0.93, 2.76)  0.143
C (3.99, 1.14, -1.15)  -0.274
C (3.53, 1.96, -2.43)  -0.219
O (3.38, 1.15, -3.60)  0.000
O (4.02, 1.92, -0.01)  -0.085
H (4.96, 0.71, -1.34)  0.099
H (3.41, 0.09, -1.02)  0.141
H (4.30, 2.90, -2.49)  0.161
H (2.77, 2.58, -2.21)  0.050
H (2.85, 1.65, -4.09)  0.001
H (3.83, 1.56, 0.88)  0.081
C (-6.58, -0.68, -1.51)  -0.321
C (-5.34, -0.23, -0.90)  -0.201
O (-4.03, -0.59, -1.48)  -0.096
O (-7.63, -0.04, -0.89)  -0.029
H (-6.79, -1.65, -1.40)  0.082
H (-6.56, -0.59, -2.65)  0.163
H (-5.25, -0.51, 0.33)  0.188
H (-5.32, 0.84, -0.62)  0.106
H (-3.39, -0.13, -0.90)  0.092
H (-7.72, 0.76, -1.44)  0.110
C (0.84, 1.01, 0.83)  -0.184
C (0.34, 0.18, -0.38)  -0.229
O (-0.97, 0.58, -0.76)  -0.106
O (2.03, 0.31, 1.33)  -0.112
H (-0.07, 1.10, 1.50)  0.120
H (1.04, 1.88, 0.53)  0.012
H (0.38, -0.81, -0.06)  0.070
H (1.14, 0.16, -1.31)  0.151
H (-1.21, 0.30, -1.72)  0.087
H (1.56, -0.41, 1.91)  0.114
C (4.68, -1.08, 1.76)  -0.159
C (5.96, -2.02, 1.42)  -0.179
O (6.16, -2.11, 0.00)  0.051
O (4.17, -1.37, 3.12)  -0.029
H (3.96, -1.50, 0.95)  0.133
H (4.93, -0.09, 1.47)  0.085
H (5.94, -2.89, 1.93)  0.076
H (6.83, -1.51, 1.85)  0.118
H (6.53, -2.82, -0.08)  -0.087
H (4.13, -2.26, 3.09)  -0.006
C (-3.52, 3.60, 1.72)  -0.230
C (-2.26, 2.72, 1.85)  -0.324
O (-1.63, 3.00, 3.04)  -0.056
O (-4.24, 3.30, 0.56)  -0.013
H (-3.07, 4.78, 1.64)  0.180
H (-4.09, 3.43, 2.58)  0.096
H (-1.66, 2.75, 0.86)  0.129
H (-2.40, 1.60, 1.75)  0.114
H (-0.70, 3.09, 2.80)  0.049
H (-5.09, 3.32, 0.70)  -0.006
C (-0.44, -1.37, -3.97)  -0.182
C (0.50, -2.19, -3.05)  -0.286
O (1.17, -3.16, -3.72)  -0.064
O (-1.27, -0.37, -3.49)  -0.035
H (-1.02, -2.08, -4.52)  0.110
H (0.23, -0.65, -4.70)  0.176
H (-0.10, -2.68, -2.41)  0.070
H (1.25, -1.66, -2.66)  0.072
H (1.87, -3.56, -3.06)  0.174
H (-1.58, 0.09, -4.16)  0.021
C (-2.78, -3.69, -1.58)  -0.251
C (-2.00, -3.52, -0.28)  -0.267
O (-0.89, -4.38, -0.33)  -0.071
O (-4.14, -3.24, -1.49)  -0.126
H (-2.66, -4.66, -2.22)  0.167
H (-2.41, -2.98, -2.18)  0.040
H (-2.71, -3.79, 0.69)  0.149
H (-1.73, -2.48, 0.18)  0.130
H (-1.18, -5.22, -0.61)  0.058
H (-4.00, -2.20, -1.46)  0.064
C (1.73, 5.19, -0.12)  -0.191
C (1.06, 5.39, 1.26)  -0.203
O (0.81, 4.09, 1.82)  -0.051
O (1.73, 6.51, -0.74)  -0.058
H (1.09, 4.48, -0.62)  0.110
H (2.82, 4.90, 0.11)  0.150
H (0.10, 5.95, 1.13)  0.140
H (1.63, 5.91, 1.91)  0.082
H (1.58, 4.12, 2.31)  0.051
H (1.32, 6.25, -1.53)  0.044

Calculated values
LUMO energy   0.2943 eV
DFT total energy   -56380.1937 eV
M   558.61 g mol⁻¹
Charge   0
Relative energy (zero: lowest compared OMol25 entry of this formula, charge and spin)   12.757 eV


DFT (wB97M-V/def2-TZVPD) results for 9 unconnected molecules or ions with the total composition C18H54O18.

Each line ends with the Löwdin charge.
Element x y z (Å)
C (-0.83, 6.89, -0.41)  -0.267
C (-0.90, 5.39, -0.01)  -0.304
O (-1.62, 5.15, 1.11)  -0.065
O (-0.29, 7.05, -1.70)  -0.123
H (-0.11, 7.44, 0.32)  0.154
H (-1.74, 7.41, -0.61)  0.103
H (0.18, 5.16, 0.19)  0.126
H (-1.28, 4.97, -0.88)  0.077
H (-2.35, 4.45, 1.03)  0.100
H (-0.98, 6.66, -2.39)  0.143
C (1.93, 2.66, 1.70)  -0.257
C (3.08, 1.71, 1.18)  -0.128
O (2.33, 0.79, 0.44)  -0.059
O (2.30, 3.28, 2.84)  -0.078
H (1.04, 2.09, 2.03)  0.131
H (1.92, 3.51, 1.02)  0.121
H (3.49, 1.21, 1.81)  0.042
H (3.63, 2.32, 0.65)  0.076
H (1.54, 1.22, 0.25)  0.007
H (1.83, 4.19, 2.87)  0.142
C (-1.39, 0.29, 0.02)  -0.166
C (-0.31, -0.85, 0.18)  -0.211
O (-0.86, -2.16, 0.16)  -0.070
O (-0.56, 1.53, 0.17)  -0.170
H (-2.25, 0.23, 0.74)  0.119
H (-1.85, 0.25, -0.91)  0.079
H (0.43, -0.51, 1.05)  0.143
H (0.39, -1.01, -0.54)  0.054
H (-0.20, -2.76, 0.48)  0.030
H (-1.43, 2.24, 0.37)  0.170
C (-3.64, -3.60, 1.80)  -0.240
C (-4.16, -3.48, 0.30)  -0.201
O (-3.80, -2.19, -0.16)  -0.064
O (-4.26, -4.63, 2.51)  -0.085
H (-4.05, -2.68, 2.47)  0.163
H (-2.53, -3.60, 1.75)  0.108
H (-5.30, -3.42, 0.30)  0.126
H (-4.08, -4.03, -0.63)  0.111
H (-2.98, -2.24, -0.41)  -0.059
H (-3.90, -5.48, 2.22)  0.093
C (4.02, -2.12, -1.20)  -0.245
C (4.76, -2.82, -0.03)  -0.222
O (6.16, -2.81, -0.23)  -0.045
O (2.74, -1.92, -0.76)  -0.122
H (4.06, -2.81, -2.07)  0.149
H (4.56, -1.40, -1.45)  0.044
H (4.33, -3.65, 0.33)  0.057
H (4.85, -2.18, 1.01)  0.175
H (6.34, -3.35, 0.51)  0.053
H (2.70, -1.09, 0.00)  0.205
C (2.93, 0.16, -4.51)  -0.196
C (1.95, -1.03, -4.46)  -0.201
O (0.64, -0.64, -3.99)  -0.022
O (4.21, -0.49, -4.78)  -0.117
H (2.93, 0.69, -3.45)  0.160
H (2.86, 0.77, -5.33)  0.080
H (2.20, -1.73, -3.75)  0.069
H (2.00, -1.57, -5.47)  0.142
H (0.22, -1.22, -3.49)  -0.007
H (4.90, 0.10, -4.39)  0.097
C (-0.79, 0.24, 4.44)  -0.170
C (-2.33, 0.10, 4.36)  -0.154
O (-2.72, 1.05, 3.29)  -0.137
O (-0.39, -0.74, 5.42)  -0.024
H (-0.47, 1.19, 4.51)  0.079
H (-0.41, -0.17, 3.50)  0.115
H (-2.88, 0.56, 5.05)  0.065
H (-2.68, -0.89, 4.18)  0.109
H (-3.73, 1.18, 3.26)  0.120
H (0.49, -0.84, 5.35)  0.020
C (-4.35, 4.06, -1.80)  -0.226
C (-3.66, 2.83, -1.27)  -0.240
O (-3.39, 3.10, 0.09)  -0.114
O (-4.97, 3.57, -3.01)  -0.070
H (-3.74, 5.07, -1.91)  0.150
H (-5.13, 4.36, -0.88)  0.164
H (-2.67, 2.80, -1.66)  0.106
H (-4.27, 1.79, -1.31)  0.190
H (-4.16, 3.05, 0.58)  0.061
H (-4.78, 4.11, -3.77)  0.072
C (1.76, -5.10, 0.40)  -0.271
C (2.17, -5.46, -1.03)  -0.230
O (2.72, -6.77, -1.07)  -0.040
O (1.26, -3.83, 0.42)  -0.095
H (2.70, -5.44, 1.17)  0.164
H (1.18, -5.93, 0.84)  0.120
H (2.99, -5.00, -1.43)  0.089
H (1.43, -5.33, -1.56)  0.045
H (3.08, -6.73, -1.96)  0.078
H (1.95, -3.19, -0.02)  0.101

Calculated values
LUMO energy   0.1469 eV
DFT total energy   -56378.9681 eV
M   558.61 g mol⁻¹
Charge   0
Relative energy (zero: lowest compared OMol25 entry of this formula, charge and spin)   13.982 eV


DFT (wB97M-V/def2-TZVPD) results for 9 unconnected molecules or ions with the total composition C18H54O9.

Each line ends with the Löwdin spin population.
Element x y z (Å)
C (-0.43, 0.14, -0.82)  0.002
C (0.48, -0.13, 0.34)  0.004
O (-0.07, 0.02, 1.62)  0.003
H (-1.16, -0.66, -0.93)  0.000
H (0.04, 0.14, -1.80)  0.001
H (-0.86, 1.12, -0.65)  0.000
H (1.39, 0.46, 0.28)  0.003
H (0.84, -1.15, 0.21)  0.002
H (0.61, -0.17, 2.27)  0.001
C (-3.94, -0.71, -3.31)  0.000
C (-4.62, -1.99, -2.95)  0.000
O (-5.67, -2.28, -3.97)  0.000
H (-3.50, -0.78, -4.30)  0.000
H (-3.17, -0.36, -2.62)  0.000
H (-4.64, 0.12, -3.23)  0.000
H (-5.12, -1.85, -1.99)  0.000
H (-3.90, -2.79, -2.86)  0.000
H (-6.19, -2.94, -3.49)  0.000
C (0.18, -1.60, -4.76)  0.003
C (1.01, -1.14, -5.98)  0.003
O (1.00, 0.26, -5.94)  0.001
H (0.04, -2.68, -4.79)  0.001
H (-0.86, -1.28, -4.69)  0.000
H (0.67, -1.35, -3.81)  0.001
H (0.59, -1.42, -6.94)  0.000
H (1.99, -1.61, -5.92)  0.001
H (1.20, 0.61, -6.81)  0.000
C (0.63, -0.20, 4.89)  0.017
C (1.98, -0.91, 4.50)  0.092
O (2.20, -0.76, 3.09)  0.039
H (-0.22, -0.57, 4.32)  0.002
H (0.74, 0.84, 4.61)  0.001
H (0.38, -0.23, 5.95)  0.005
H (2.00, -1.96, 4.80)  0.040
H (2.81, -0.47, 5.07)  0.042
H (3.08, -1.08, 2.89)  0.010
C (2.30, 3.23, 2.31)  0.007
C (3.80, 3.05, 2.18)  0.025
O (4.51, 4.29, 1.93)  0.008
H (1.91, 3.50, 1.32)  0.001
H (1.99, 3.93, 3.07)  0.001
H (1.70, 2.35, 2.54)  0.001
H (4.02, 2.34, 1.38)  0.008
H (4.14, 2.62, 3.12)  0.013
H (4.59, 4.37, 0.98)  0.002
C (4.38, -2.23, 0.48)  0.058
C (5.27, -2.23, 1.75)  0.135
O (4.86, -1.09, 2.45)  0.175
H (3.32, -2.09, 0.69)  0.006
H (4.41, -3.15, -0.10)  0.012
H (4.65, -1.41, -0.19)  0.007
H (6.32, -2.10, 1.47)  0.017
H (5.15, -3.14, 2.33)  0.060
H (5.20, -1.09, 3.35)  0.102
C (-3.02, 3.53, -0.76)  0.000
C (-3.06, 3.59, -2.30)  0.000
O (-2.26, 4.71, -2.59)  0.000
H (-3.74, 4.21, -0.30)  0.000
H (-2.01, 3.77, -0.42)  0.000
H (-3.18, 2.52, -0.39)  0.000
H (-4.08, 3.64, -2.68)  0.000
H (-2.59, 2.73, -2.76)  0.000
H (-2.72, 5.51, -2.34)  0.000
C (-3.17, 3.39, 2.98)  0.000
C (-1.95, 2.53, 2.64)  0.000
O (-2.42, 1.33, 2.10)  0.000
H (-3.73, 3.49, 2.05)  0.000
H (-2.92, 4.38, 3.34)  0.000
H (-3.83, 2.87, 3.68)  0.000
H (-1.34, 2.36, 3.52)  0.000
H (-1.24, 2.95, 1.93)  0.000
H (-1.66, 0.79, 1.86)  0.000
C (-0.87, -3.99, -1.12)  0.006
C (0.09, -4.70, -0.09)  0.023
O (-0.51, -5.12, 1.11)  0.027
H (-0.42, -3.71, -2.07)  0.001
H (-1.19, -3.03, -0.72)  0.000
H (-1.75, -4.59, -1.37)  0.001
H (0.93, -4.04, 0.12)  0.007
H (0.45, -5.62, -0.55)  0.004
H (0.15, -5.27, 1.79)  0.018

Calculated values
Multiplicity   2
LUMO energy (alpha / beta)   2.1886 / 2.1608 eV
DFT total energy   -37965.3997 eV
M   414.62 g mol⁻¹
Charge   -1
Relative energy (zero: lowest compared OMol25 entry of this formula, charge and spin)   1.719 eV


DFT (wB97M-V/def2-TZVPD) results for 9 unconnected molecules or ions with the total composition C18H54O9.

Each line ends with the Löwdin charge.
Element x y z (Å)
C (-12.36, 17.62, -2.56)  -0.075
C (-13.01, 17.66, -1.17)  -0.279
O (-13.29, 19.01, -0.80)  -0.110
H (-13.13, 17.85, -3.30)  0.065
H (-11.99, 16.62, -2.76)  0.072
H (-11.53, 18.32, -2.68)  0.075
H (-12.28, 17.27, -0.45)  0.110
H (-13.91, 17.06, -1.14)  0.107
H (-12.47, 19.49, -0.62)  0.049
C (-15.15, 16.50, 2.31)  -0.108
C (-14.78, 15.73, 3.57)  -0.323
O (-15.46, 14.49, 3.64)  -0.077
H (-16.23, 16.66, 2.32)  0.077
H (-14.85, 15.91, 1.44)  0.071
H (-14.56, 17.41, 2.25)  0.066
H (-15.00, 16.33, 4.46)  0.112
H (-13.70, 15.52, 3.59)  0.109
H (-15.19, 13.97, 2.88)  0.078
C (-20.14, 22.24, 3.83)  -0.075
C (-20.67, 21.43, 2.65)  -0.310
O (-20.48, 22.13, 1.42)  -0.083
H (-19.13, 22.62, 3.62)  0.035
H (-20.02, 21.59, 4.70)  0.074
H (-20.73, 23.12, 4.05)  0.079
H (-21.73, 21.23, 2.89)  0.104
H (-20.23, 20.44, 2.52)  0.101
H (-20.70, 21.52, 0.71)  0.079
C (-20.60, 17.63, -2.39)  -0.082
C (-19.49, 16.59, -2.38)  -0.326
O (-20.00, 15.30, -2.12)  -0.079
H (-21.10, 17.72, -1.43)  0.074
H (-21.32, 17.46, -3.19)  0.075
H (-20.14, 18.57, -2.72)  0.061
H (-18.75, 16.88, -1.63)  0.092
H (-18.98, 16.57, -3.35)  0.106
H (-19.26, 14.70, -1.98)  0.077
C (-16.09, 19.72, 3.57)  -0.087
C (-16.24, 20.91, 4.48)  -0.325
O (-16.07, 20.59, 5.84)  -0.062
H (-16.77, 18.90, 3.80)  0.081
H (-15.10, 19.28, 3.74)  0.072
H (-16.08, 20.07, 2.54)  0.051
H (-17.23, 21.33, 4.29)  0.094
H (-15.53, 21.66, 4.14)  0.111
H (-16.94, 20.43, 6.21)  0.079
C (-17.91, 19.17, 0.39)  -0.064
C (-16.48, 18.92, -0.10)  -0.295
O (-15.82, 20.17, -0.26)  -0.101
H (-18.55, 19.56, -0.40)  0.072
H (-17.90, 19.90, 1.20)  0.049
H (-18.35, 18.23, 0.73)  0.077
H (-16.60, 18.44, -1.08)  0.095
H (-15.86, 18.25, 0.49)  0.081
H (-14.92, 19.90, -0.52)  0.047
C (-12.55, 22.29, 0.37)  -0.069
C (-11.61, 21.36, 1.13)  -0.284
O (-10.97, 20.46, 0.21)  -0.096
H (-12.06, 22.84, -0.44)  0.079
H (-13.03, 22.98, 1.06)  0.076
H (-13.31, 21.72, -0.18)  0.056
H (-12.17, 20.77, 1.86)  0.111
H (-10.88, 21.95, 1.69)  0.111
H (-10.19, 20.11, 0.65)  0.092
C (-17.15, 24.21, 2.36)  -0.080
C (-17.11, 23.05, 1.36)  -0.314
O (-15.82, 22.45, 1.35)  -0.104
H (-18.16, 24.61, 2.28)  0.071
H (-16.47, 25.03, 2.13)  0.071
H (-17.05, 23.84, 3.38)  0.058
H (-17.38, 23.38, 0.35)  0.115
H (-17.87, 22.33, 1.65)  0.076
H (-15.87, 21.69, 0.75)  0.029
C (-16.01, 20.17, -5.24)  -0.083
C (-16.95, 19.32, -4.38)  -0.326
O (-18.30, 19.49, -4.76)  -0.077
H (-16.14, 20.04, -6.32)  0.072
H (-14.95, 20.01, -5.03)  0.068
H (-16.19, 21.23, -5.05)  0.077
H (-16.84, 19.51, -3.31)  0.098
H (-16.64, 18.27, -4.42)  0.101
H (-18.33, 19.57, -5.71)  0.078

Calculated values
LUMO energy   0.3751 eV
DFT total energy   -37966.9661 eV
M   414.62 g mol⁻¹
Charge   0
Relative energy (zero: lowest compared OMol25 entry of this formula, charge and spin)   2.899 eV


DFT (wB97M-V/def2-TZVPD) results for 9 unconnected molecules or ions with the total composition C18H54O9.

Each line ends with the Löwdin charge.
Element x y z (Å)
C (6.95, 24.64, 5.79)  -0.085
C (7.56, 23.26, 5.88)  -0.324
O (6.74, 22.45, 6.73)  -0.082
H (7.62, 25.25, 5.17)  0.044
H (6.87, 25.14, 6.75)  0.076
H (5.98, 24.62, 5.28)  0.082
H (8.57, 23.33, 6.28)  0.107
H (7.59, 22.80, 4.88)  0.108
H (7.08, 21.55, 6.73)  0.076
C (8.10, 28.17, 5.48)  -0.077
C (9.60, 28.27, 5.33)  -0.279
O (10.24, 27.01, 5.48)  -0.102
H (7.86, 27.71, 6.44)  0.074
H (7.61, 27.57, 4.71)  0.058
H (7.66, 29.17, 5.43)  0.054
H (10.00, 28.93, 6.10)  0.098
H (9.86, 28.69, 4.35)  0.112
H (9.93, 26.46, 4.74)  0.035
C (10.91, 24.32, 3.43)  -0.077
C (9.88, 24.80, 2.44)  -0.285
O (9.15, 25.88, 3.03)  -0.104
H (11.59, 25.13, 3.71)  0.068
H (11.49, 23.51, 2.98)  0.084
H (10.43, 23.93, 4.32)  0.074
H (9.21, 23.97, 2.18)  0.114
H (10.39, 25.12, 1.52)  0.111
H (8.42, 26.12, 2.45)  0.096
C (4.50, 29.36, 8.05)  -0.085
C (5.37, 28.20, 8.46)  -0.313
O (6.69, 28.64, 8.78)  -0.092
H (4.31, 30.04, 8.88)  0.074
H (3.54, 29.02, 7.64)  0.078
H (5.00, 29.91, 7.25)  0.053
H (5.45, 27.47, 7.65)  0.098
H (4.93, 27.67, 9.32)  0.112
H (6.72, 29.00, 9.67)  0.081
C (8.76, 31.16, 7.57)  -0.094
C (8.44, 32.03, 8.77)  -0.311
O (8.01, 33.34, 8.39)  -0.085
H (9.54, 31.63, 6.96)  0.080
H (7.87, 30.96, 6.98)  0.053
H (9.19, 30.22, 7.92)  0.075
H (9.31, 32.09, 9.43)  0.112
H (7.61, 31.61, 9.32)  0.103
H (8.79, 33.86, 8.19)  0.080
C (6.44, 33.40, 4.93)  -0.074
C (7.25, 32.48, 4.05)  -0.300
O (6.83, 32.52, 2.68)  -0.087
H (6.76, 34.45, 4.84)  0.076
H (6.55, 33.13, 5.99)  0.060
H (5.38, 33.37, 4.69)  0.079
H (7.18, 31.45, 4.40)  0.086
H (8.32, 32.71, 4.12)  0.116
H (7.38, 33.16, 2.21)  0.095
C (14.02, 26.54, 5.95)  -0.090
C (13.17, 26.48, 7.21)  -0.324
O (12.33, 27.61, 7.35)  -0.092
H (14.56, 27.48, 5.90)  0.072
H (13.39, 26.45, 5.06)  0.052
H (14.73, 25.71, 5.91)  0.070
H (13.81, 26.45, 8.10)  0.106
H (12.58, 25.55, 7.20)  0.108
H (11.60, 27.50, 6.72)  0.028
C (4.71, 29.29, 4.25)  -0.093
C (5.20, 29.57, 2.85)  -0.321
O (4.60, 30.75, 2.30)  -0.082
H (5.21, 28.37, 4.58)  0.062
H (3.63, 29.16, 4.29)  0.078
H (4.98, 30.08, 4.95)  0.053
H (4.91, 28.74, 2.20)  0.109
H (6.28, 29.69, 2.83)  0.100
H (5.22, 31.47, 2.48)  0.032
C (12.13, 28.96, 1.57)  -0.094
C (12.22, 28.80, 0.07)  -0.345
O (13.14, 29.68, -0.53)  -0.073
H (11.92, 30.00, 1.84)  0.079
H (13.08, 28.70, 2.06)  0.076
H (11.34, 28.33, 1.98)  0.062
H (11.25, 29.01, -0.37)  0.112
H (12.47, 27.75, -0.17)  0.107
H (13.90, 29.78, 0.05)  0.079

Calculated values
LUMO energy   0.2589 eV
DFT total energy   -37967.2731 eV
M   414.62 g mol⁻¹
Charge   0
Relative energy (zero: lowest compared OMol25 entry of this formula, charge and spin)   2.592 eV